No. 1
ORCA calculation (ωB97M-V with the def2-TZVPD basis set) on a molecular structure, C41H54BClF4Ge2N6PRb.

Summary:
ΔE to the lowest compared entry with this formula, charge and spin, eV: 0.000
Max |F|, Eh/bohr: 0.009
E_HOMO (spin up / spin down), eV: -3.745 / -3.749
LUMO energy (spin up / spin down), eV: 1.8091 / 1.8048

```
! wB97M-V def2-TZVPD RIJCOSX def2/J DEFGRID3
* xyz -1 2
H 5.1737 -6.0250 1.0879
H -1.0109 -1.0206 -3.6276
C 3.4692 3.1796 1.7963
F 2.1368 -4.0630 3.3438
C -3.1448 5.2603 -0.6801
C 1.7312 4.0969 0.4394
F 0.0030 -4.9338 3.6112
N -1.0695 1.9412 5.1181
H -1.7728 1.4264 -6.8911
C -4.7318 0.0239 -0.2235
C 1.5581 2.8265 -0.0862
H 1.4970 3.6769 4.1891
C 0.2862 -1.5196 4.6524
C 0.4443 -1.0320 3.3619
H -0.2564 -5.4692 -2.4589
C -1.5633 -1.9335 2.7225
C -5.3535 1.9577 -2.6290
P -0.1213 -3.0444 -2.6507
H 4.2361 3.2783 2.5570
H -1.5515 -1.8714 -1.0172
C -4.4384 -0.9840 -3.1759
H 0.1270 3.0727 6.5077
H 1.7481 -4.4772 -0.9544
C 3.4626 -0.2263 -2.7277
C -0.0339 2.7705 5.4866
H -4.3730 -0.7254 -4.2367
H 5.8508 -3.6693 1.5325
H -5.4552 -1.3385 -2.9771
Rb 0.9929 -0.9371 -0.1656
H 1.0874 4.9057 0.1173
H -2.9190 6.3268 1.1772
C -2.7087 5.4123 0.6333
H -1.1386 2.4412 1.0040
C -0.5223 -4.7441 -3.2314
C 4.1604 -2.8537 0.4979
Ge -1.7151 1.3052 -1.7295
C -0.1328 3.6604 -4.9528
H 3.4472 -1.4962 3.2292
C -0.8524 -2.2411 4.9677
H -2.6985 -3.0293 4.1733
F 0.6084 -3.8853 1.6378
H -3.7458 -1.8053 -2.9822
H 4.1213 0.6197 -2.8536
Ge -4.0649 0.5800 -2.0083
H 1.0653 -1.3519 5.3863
H 5.4539 -1.4420 1.3982
C -0.5182 3.1820 -3.7065
H -2.4509 0.5999 -4.6952
H 2.8822 5.2468 1.8438
H -3.7003 6.0576 -1.1628
H -4.9261 0.9062 0.3937
H 5.0326 0.8564 1.1623
C -1.9951 4.3843 1.2344
H 2.0452 0.3216 3.7899
C -0.9860 1.7590 3.7741
H 2.3331 -2.1166 2.0414
N -0.4727 -1.2376 2.4105
H 3.0413 -6.4343 -0.1634
C -1.4098 1.9276 -5.9998
C -0.9013 -2.0493 -3.9781
C 2.7144 4.2728 1.3983
H -1.8861 -2.4289 -4.2605
C -2.8711 4.0894 -1.3767
N 2.2816 1.7709 0.2922
C 4.5637 -1.4217 0.7493
H -2.2762 -2.0908 1.9180
C -1.7911 1.4618 -4.7448
F 1.4979 -5.9539 2.1594
C 4.0576 0.7431 1.6439
C -1.4153 -2.9068 -1.3419
C -0.5748 3.0316 -6.1121
H 3.7274 -1.2602 -2.8919
H -1.1326 -3.5175 -0.4784
C 4.9599 -3.8903 0.9578
H -0.9819 -2.6602 5.9581
C -2.1616 3.0336 -0.7921
H -1.7407 1.5057 5.7248
H -5.6580 -0.5541 -0.3069
N 3.5227 -0.5658 1.3107
B 1.0596 -4.7238 2.7003
H -1.5854 -4.8537 -3.4613
H -1.6782 1.1336 3.2270
C 2.7794 -1.1914 2.4070
H -6.3654 1.5396 -2.6625
H -1.6244 4.4861 2.2488
C 3.2180 1.9379 1.2205
C 2.6794 -4.3390 -0.4176
H 0.5161 4.5273 -5.0187
H 1.3668 0.4562 2.1966
N 3.0396 -3.0789 -0.1937
C -1.7294 3.2157 0.5244
H -5.0961 2.3122 -3.6312
H -5.3558 2.8142 -1.9499
H 4.2527 0.8257 2.7232
H -2.3700 -3.2544 -1.7422
H -0.1619 3.6996 -2.8188
C 4.5803 -5.2016 0.7104
H -3.9855 -0.5881 0.2918
C 3.4131 -5.4349 0.0109
C -1.8061 -2.4483 3.9852
N 0.0264 2.4134 3.2652
C 0.6245 3.0551 4.3244
H 0.7872 2.6303 -0.8265
C 1.6729 -0.2691 2.9502
H 0.0578 -4.9788 -4.1261
Cl 1.8184 0.1564 -2.9428
H -3.2129 3.9948 -2.4042
H -0.2753 3.3996 -7.0864
H 4.8710 -0.9790 -0.2042
H -0.2567 -2.0305 -4.8594
C -1.3563 2.0687 -3.5610
*
```

No. 2
ORCA calculation (ωB97M-V with the def2-TZVPD basis set) on a molecular structure, C41H54IKN2O6P3S in a non-equilibrium geometry.

Summary:
ΔE to the lowest compared entry with this formula, charge and spin, eV: 1.176
Max |F|, Eh/bohr: 0.071
E_HOMO, eV: -9.843
LUMO energy, eV: -1.7864

```
! wB97M-V def2-TZVPD RIJCOSX def2/J DEFGRID3
* xyz 1 1
C -3.0385 6.6718 0.5222
C -1.3741 -4.2022 3.2011
C 4.7515 -1.4795 -2.4414
C -3.2362 -1.2806 4.7410
C -0.7667 4.0330 1.9557
C -2.2352 -2.1597 4.0684
O -0.4999 -0.6144 -2.2185
H -2.4445 0.6663 -4.1921
H 2.0243 -0.6305 -4.4181
H 0.0110 -4.1473 -2.8690
N -1.0454 -1.6185 3.7396
H 4.9087 -2.2511 -1.6886
C -2.4387 -3.4789 3.7879
H -0.5822 -6.1660 3.0627
C -1.8966 4.2954 -0.3367
C -0.4892 4.6605 3.1522
N -0.2221 -3.6430 2.8952
H 1.4350 4.8701 1.1263
H 5.5128 -1.5790 -3.2147
H -0.0091 0.7208 7.2510
C -2.9038 -1.7532 0.2672
H -3.4249 -0.2966 -5.3208
C 2.4757 -5.3050 -1.0030
C -1.1693 1.1635 5.5017
C 0.0175 1.0242 6.2124
H 3.7307 -0.5962 -4.8956
H -2.9471 -1.1280 5.7829
C 1.2290 -5.5727 -0.1809
H 3.7612 5.2824 0.4765
H -2.0910 -1.0346 0.3723
C -1.1350 1.5637 4.1743
C -4.2093 -3.1269 -1.4036
H 3.3576 -5.4993 -0.3923
O -1.7971 -1.9125 -3.9893
H 2.1530 1.1822 6.1343
C -3.3283 6.2031 -0.7221
H 0.9062 -2.9781 -3.8735
P -0.0518 2.3295 1.7672
H -0.8440 -0.6445 3.9486
H -3.2723 -1.2333 -1.7842
C -3.0839 -2.1342 -1.1927
C -1.4125 -1.0059 -5.0639
C -2.1812 5.9555 1.3876
H -3.9797 6.7474 -1.3920
H 5.3629 3.4101 0.2971
H 4.8497 -0.5000 -1.9714
O 0.7554 -2.4465 -0.3169
P 1.5339 -2.7810 -1.5148
C -1.8939 6.5175 2.6511
C -2.4321 0.1140 -5.1326
C 2.5888 1.6863 1.1836
H -2.3608 7.4596 2.9103
O 2.3927 -1.5415 -1.9724
C 4.3345 3.2211 0.5756
I -1.0517 2.6240 -1.3385
H 3.1520 0.4489 -3.5849
C 3.4346 4.2702 0.6781
H 2.2084 1.9367 3.8015
H -2.3077 -2.2515 -6.5643
C 3.9069 1.9257 0.8303
H 2.2699 0.6704 1.3905
C 1.2576 1.7157 4.2660
C -1.5945 4.7052 0.9946
C 2.1173 4.0349 1.0481
H 0.3297 -5.3576 -0.7658
H -2.1737 0.8011 -5.9380
C 1.2250 1.2956 5.5889
H -2.9375 4.6481 -2.1512
H 3.2860 -2.6035 -3.5250
H -0.7915 6.3430 4.4642
H 3.4346 -5.9334 -2.8329
C 1.6795 2.7404 1.3175
H -2.3184 -6.1172 3.4741
C 0.0781 1.8582 3.5451
H -2.0601 1.6770 3.6155
H 4.5997 1.0960 0.7613
C 3.0470 -0.5321 -4.0496
H -0.4355 -0.5749 -4.8235
H -1.0374 -1.1742 -7.1740
C 0.4194 -3.1391 -2.9113
O 2.6310 -3.9093 -1.3954
H -3.3745 -3.9578 4.0348
P -0.9318 -1.9568 -2.6604
H -0.6074 -2.6241 -6.2494
C 3.3688 -1.6229 -3.0470
H -5.1556 -2.6973 -1.0762
H -2.1181 0.9690 5.9877
H -4.0157 -4.0354 -0.8313
H 1.2168 -6.6240 0.1053
H 1.6627 -5.9936 -2.8842
K 0.2513 -0.3293 -0.1200
C -0.0179 -2.3301 3.1348
H 0.1716 4.1768 3.8569
C -2.7372 5.0068 -1.1510
H -3.8241 -1.3078 0.6436
O -1.8579 -2.7574 -1.6698
C -1.3330 -1.8151 -6.3441
H -2.6656 -2.6421 0.8549
S 1.3770 -1.5108 2.7690
H -1.7654 -5.7678 1.8269
H -4.2877 -3.3883 -2.4584
H 1.2035 -4.9554 0.7157
C -1.0382 5.8996 3.5087
H -3.4485 7.6120 0.8687
H 2.5658 -7.2168 -1.9785
C -1.5268 -5.6556 2.8873
C 2.5391 -6.1636 -2.2555
H -3.2775 -0.3029 4.2597
H -4.2218 -1.7375 4.7203
*
```

No. 3
ORCA calculation (ωB97M-V with the def2-TZVPD basis set) on a molecular structure, C41H54LaN7PS2Si in a non-equilibrium geometry.

Summary:
ΔE to the lowest compared entry with this formula, charge and spin, eV: 0.000
Max |F|, Eh/bohr: 0.028
E_HOMO, eV: -8.781
LUMO energy, eV: -3.2157

```
! wB97M-V def2-TZVPD RIJCOSX def2/J DEFGRID3
* xyz 1 1
H -2.6323 6.5730 2.4558
H -3.7217 -0.0702 1.3363
C 0.6209 0.2141 -3.2344
C 4.2254 -1.5168 -4.8312
H -0.7230 -1.0636 -4.3142
C -0.5170 2.2843 -4.6991
N 2.5088 -4.2792 2.7301
C 0.7425 -5.0023 -2.9902
C 2.2532 2.7695 2.8050
C -2.1990 6.3274 1.4917
H -1.0828 -4.3540 1.8866
H -0.9839 -6.2214 -2.6328
H 3.4678 -0.4321 -0.1989
H 2.3104 -3.5808 -3.1972
C 3.0111 -1.3292 -4.1999
C -0.9578 0.9847 -4.8803
H 2.1022 -1.2546 -4.7828
H -2.8675 4.4249 3.5822
C -1.9227 2.0889 1.3578
H -4.1115 -1.8556 2.6924
H 4.3310 -0.5258 3.4460
H 3.0148 -2.0028 3.4497
H 3.2235 1.4383 -2.8174
C 1.2770 -3.7293 -2.9219
C -3.7275 -3.4276 1.2556
H -1.1151 0.5744 4.1395
H -1.5858 -0.8627 -2.2284
C -4.8998 4.8560 0.8174
C 1.9878 1.5629 2.1510
H 3.5612 -2.1946 -0.1735
H -5.2745 5.7453 0.3200
N 1.2967 1.5232 0.9987
H 2.7631 2.7917 3.7535
C -1.3419 -4.1723 -2.1526
C 1.8427 3.9587 2.2322
C 5.3134 -1.5087 -2.6950
C -2.4161 3.3299 1.8101
C 1.1827 3.9159 1.0168
C 5.3807 -1.6062 -4.0724
H 3.3385 0.2842 4.6624
H -2.9544 -3.3392 0.4895
P 1.2669 -1.0498 -2.0609
C -2.4718 3.5058 3.1788
H -0.4235 -2.4959 3.3577
C 4.0436 -1.2910 -0.5459
H 1.3520 -5.8227 -3.3382
H -1.7521 0.7767 -5.5804
H -3.2749 -5.2742 2.2821
H -5.3587 3.9977 0.3361
H 3.2265 -4.2269 3.4350
H -1.1310 6.1961 1.6413
H -1.9950 -2.0935 3.4868
H -2.6595 5.6743 -1.5900
S 1.1440 -3.3503 0.7058
H -1.4035 4.5058 -1.2240
H 0.4102 2.6041 -0.4944
H -3.7403 -3.9636 3.3438
C 0.5384 2.5374 -3.8413
H 2.2929 1.2516 -1.3263
N -3.4708 -0.9719 0.9320
C 3.6544 0.3125 3.6180
La -0.5584 -0.7254 0.4807
N 2.3627 -1.9886 2.6658
H 2.4548 2.8506 -2.0871
C 2.9368 -1.2516 -2.8104
H 4.2700 -1.5993 -5.9062
Si -2.9971 4.7772 0.7042
H -1.4040 -4.5266 3.6209
H 5.0469 -1.2351 -0.1300
H 2.0560 4.8954 2.7245
H -5.2539 4.8831 1.8440
C -3.1592 -4.2015 2.4498
N -1.4340 1.1439 2.1967
C 2.4879 0.2874 2.6661
H -5.3048 -1.9474 1.3948
H 0.8626 4.8132 0.5122
C -1.6612 -1.7700 -1.6224
H -0.9705 3.0990 -5.2422
H -2.9988 3.9556 -1.6634
H 6.2212 -1.5749 -2.1131
C -2.0296 2.5159 4.0541
C -0.3904 -0.0469 -4.1536
C 2.0488 -3.1794 2.0929
H -2.0880 2.6434 5.1239
H 4.2218 1.2248 3.4608
C 2.3400 1.7854 -2.2778
C -2.4608 4.7191 -1.1144
H -3.7887 -0.9167 -0.0382
H 6.3336 -1.7574 -4.5543
C -0.5702 -5.2230 -2.5932
H 0.9161 3.5444 -3.7373
H -2.3659 -4.3517 -1.8558
C -4.2313 -2.0214 1.6209
N -1.3152 -2.5324 2.8677
C -1.6739 -3.9588 2.7182
C -1.4987 1.3692 3.5090
C 0.5092 -2.6517 -2.4900
C -0.8393 -2.8601 -2.0978
C 4.0990 -1.3403 -2.0422
H 2.4040 -5.1555 2.2439
S -1.9475 1.6523 -0.3014
H -4.5456 -4.0108 0.8318
C 0.9261 2.6750 0.4533
N 1.9357 -0.7898 2.2100
H -2.7072 -2.0691 -1.5304
C 1.1275 1.5151 -3.1134
H -2.3352 7.1946 0.8536
*
```

No. 4
ORCA calculation (ωB97M-V with the def2-TZVPD basis set) on a molecular structure, C41H54N5O2PtS2Te.

Summary:
ΔE to the lowest compared entry with this formula, charge and spin, eV: 0.631
Max |F|, Eh/bohr: 0.015
E_HOMO, eV: -9.361
LUMO energy, eV: -5.1124

```
! wB97M-V def2-TZVPD RIJCOSX def2/J DEFGRID3
* xyz 1 1
C -0.6986 0.9803 1.8061
H 5.0048 -3.9509 -4.3127
H 4.7312 -2.4197 -3.4788
H 2.0735 1.5780 1.2725
H 0.7251 1.8408 8.7354
C 0.0150 1.9110 -1.6453
H 0.5050 -3.7076 -3.0159
H 1.0304 3.1181 -0.1892
C 1.7039 3.5564 -2.1700
H -6.1364 1.9324 2.9052
C 0.2928 1.4346 6.6770
H -3.3640 -0.2573 -0.8151
H 1.5682 3.1389 4.0433
C -5.3099 0.0932 2.1791
H -1.6279 -2.2167 0.7489
C 1.3747 2.8598 5.0720
H -4.5971 2.0595 4.8399
H 3.8251 1.6072 -0.6865
C -1.0298 3.0089 3.1307
H 1.0929 -3.6675 -1.4975
H 2.9530 -2.0351 1.4585
C 3.1412 -3.8663 -3.2295
H -4.9950 -2.0968 -5.6608
H 1.4417 -2.0983 0.0206
H 4.6918 0.1110 -1.0800
N -1.3115 0.0308 -0.9840
H -2.9838 5.2788 1.8872
H 2.2045 3.7739 -4.2453
C -1.4052 3.1336 0.8025
C 4.2470 -3.2135 -4.0501
H -5.9860 0.0367 1.3351
O -0.4332 -0.2641 1.7009
C -3.5781 0.2404 4.3398
H -1.6768 3.6904 -0.0902
H 1.6208 -5.4260 -3.5276
C -3.6163 -0.8960 -4.4454
C -0.8340 1.2030 -0.6592
H 3.8536 -2.7910 -4.9778
C -2.4569 -1.9721 0.0874
N 0.9731 -3.1031 -2.3363
S -1.0216 -1.8509 -3.9944
C 1.5955 3.2514 -3.5189
C -4.5298 1.2310 4.1458
N 1.0570 -1.1942 -0.2609
H -5.7214 -1.1551 -4.3531
C -2.4775 -0.4923 -0.2207
H -2.4343 -2.6012 -0.8061
C -3.4857 -0.8276 3.4579
H -2.7287 -1.5846 3.6162
H 3.4177 0.9846 2.2600
H -1.3521 5.8660 1.5832
C 2.5916 0.6813 1.6145
C -1.9400 5.1738 2.1894
C -0.6220 1.6835 3.0507
H -1.0294 3.4864 4.1042
H 5.0292 0.9483 0.4356
C 0.6820 2.2916 -3.9373
H 2.2529 3.7160 8.2260
Pt -0.2006 -1.4566 -1.8442
C 0.9192 2.8925 -1.2404
C 3.1465 -0.1093 0.4367
C 2.3831 -4.8792 -4.0885
C 0.9076 2.1267 7.7077
O -0.2429 -0.2146 4.4385
C -1.0334 1.7977 0.6614
C 4.2390 0.6883 -0.2685
H 1.9136 -4.3982 -4.9513
C 3.7240 -4.5383 -1.9900
H -1.8642 5.4978 3.2271
H -2.9002 0.2898 5.1812
H 2.6914 4.3475 5.8772
H 1.8982 0.0885 2.2127
H 4.2804 -5.4342 -2.2657
C 2.0094 3.5378 6.1027
H 0.5703 2.0742 -4.9921
H -2.8025 -1.9296 -6.9031
H 2.1547 -2.0705 -3.5363
H 4.0976 -2.0409 0.0911
H 3.0791 -5.6274 -4.4665
H 4.3944 -3.8589 -1.4639
H -1.6040 -3.0855 -6.2686
H -2.5836 0.0503 0.7103
C -4.9390 -1.1628 -5.1109
C -4.3592 -0.9061 2.3775
C 3.7056 -1.4493 0.9243
H 4.5212 -1.2823 1.6285
N 2.1129 -0.2971 -0.6218
H -0.3550 0.5925 6.8841
C 0.5080 1.8072 5.3532
C -1.4613 3.7553 2.0361
C -2.4416 -1.7589 -4.8032
C -2.5333 -2.5661 -6.0569
N 2.2857 -2.7356 -2.7801
H -0.8638 0.9371 -3.3432
S -3.4028 0.3635 -3.4692
C -5.3944 1.1600 3.0630
H 2.5862 -0.7290 -1.4118
C 1.7674 3.1791 7.4213
H -3.3324 -3.3026 -5.9450
Te -4.2996 -2.5318 1.0392
H 2.4043 4.3117 -1.8376
H -5.1581 -0.3438 -5.7977
H 2.9431 -4.8530 -1.2908
H 0.4655 -0.8000 0.5725
C -0.1076 1.6355 -3.0093
C -0.1411 0.9848 4.2732
*
```